Entry 1:
Molecular formula: C16H30N2O3PS
Method: DFT, the ωB97M-V functional and the def2-TZVPD basis

Calculated values
LUMO energy: -4.98 eV
Net charge: +1
E: -1702.07333 Eh
Kohn-Sham gap: 6.47 eV
Multiplicity: 1

Atoms and positions in Å:
S (-0.9540, 4.2641, 1.8008)
P (-0.1642, 3.0752, 0.5065)
N (1.4462, 3.6653, -0.1048)
C (2.4751, 2.8259, 0.1405)
C (3.7935, 3.2429, -0.3749)
C (3.7574, 4.5090, -1.0744)
C (2.5250, 5.2929, -1.2006)
N (1.3833, 4.8220, -0.6955)
H (-1.0114, 3.0946, -0.6465)
H (-0.0480, 1.7478, 0.9975)
H (2.3542, 1.8613, 0.6912)
H (4.7004, 2.6186, -0.2582)
H (4.6857, 4.9235, -1.5271)
H (2.5134, 6.2585, -1.7411)
C (-3.8437, -0.5130, 2.1241)
C (-4.4503, -0.9590, 0.8073)
C (-4.1073, 0.2025, -0.1068)
O (-2.8709, 0.7586, 0.3732)
C (-2.5859, 0.1998, 1.6648)
H (-3.6401, -1.3318, 2.8140)
H (-4.5136, 0.1941, 2.6210)
H (-3.9527, -1.8685, 0.4584)
H (-5.5206, -1.1557, 0.8609)
H (-4.8690, 0.9867, -0.0571)
H (-3.9914, -0.1049, -1.1477)
H (-1.7511, -0.5031, 1.5500)
H (-2.2807, 0.9957, 2.3492)
C (-1.5162, -2.0997, -4.2570)
C (-0.3055, -1.9453, -3.3548)
C (-0.9115, -2.1619, -1.9788)
O (-2.0125, -3.0587, -2.1477)
C (-2.2976, -3.1914, -3.5475)
H (-1.2675, -2.3552, -5.2868)
H (-2.0944, -1.1709, -4.2653)
H (0.4217, -2.7330, -3.5712)
H (0.1968, -0.9818, -3.4529)
H (-1.3022, -1.2242, -1.5639)
H (-0.1981, -2.5866, -1.2684)
H (-1.9680, -4.1859, -3.8650)
H (-3.3732, -3.1133, -3.7115)
C (3.2351, -1.8171, 3.3411)
C (2.5746, -2.3731, 2.0916)
C (1.9905, -1.1229, 1.4604)
O (2.8541, -0.0322, 1.8264)
C (3.7573, -0.4780, 2.8539)
H (4.0197, -2.4562, 3.7443)
H (2.4837, -1.6643, 4.1208)
H (3.3328, -2.8053, 1.4329)
H (1.8240, -3.1365, 2.2936)
H (0.9911, -0.9077, 1.8545)
H (1.9279, -1.1919, 0.3720)
H (4.7513, -0.5783, 2.4068)
H (3.8070, 0.2683, 3.6479)

Results of the Löwdin charge analysis, in e, for atoms 1 through 2: 0.2039 0.4041

Entry 2:
Molecular formula: C16H30N2O6S3
Method: DFT, the ωB97M-V functional and the def2-TZVPD basis

Calculated values
SMILES: O=S1(=O)CCCC1.O=S1(=O)CCCC1.O=S1(=O)CCCC1.CC#N.CC#N
LUMO energy: 0.20 eV
E: -2383.07548 Eh
Kohn-Sham gap: 9.80 eV
Multiplicity: 1

Atoms and positions in Å:
C (8.2607, 8.0176, 16.8453)
C (9.1525, 8.0960, 15.6785)
N (9.9358, 8.1946, 14.8596)
H (7.9366, 9.0552, 17.0369)
H (8.8231, 7.6522, 17.6857)
H (7.4621, 7.3614, 16.6345)
C (6.6735, 10.4775, 12.1110)
C (5.2166, 10.5715, 12.3709)
N (4.0957, 10.6020, 12.6156)
H (6.8306, 10.8989, 11.0694)
H (7.0071, 9.4750, 12.2131)
H (7.2296, 11.0905, 12.7893)
C (7.7450, 8.6393, 8.4871)
C (9.2255, 8.3123, 8.4160)
C (9.4993, 7.6281, 7.0869)
S (8.1344, 6.3468, 6.9808)
O (8.5926, 5.2060, 7.7638)
O (7.5592, 6.2900, 5.6576)
C (6.9986, 7.3023, 8.1076)
H (7.4779, 9.3759, 7.7655)
H (7.4840, 9.1272, 9.4384)
H (9.4431, 7.6156, 9.2265)
H (9.9145, 9.1734, 8.4601)
H (10.4252, 7.1377, 7.0388)
H (9.2847, 8.1899, 6.1817)
H (6.8381, 6.6906, 8.9976)
H (6.1244, 7.4414, 7.4672)
C (10.4794, 14.4244, 9.9658)
C (9.7930, 14.2622, 11.2934)
C (9.2048, 12.8405, 11.2436)
S (8.5458, 12.6976, 9.5914)
O (7.1406, 12.8694, 9.7306)
O (8.9270, 11.4772, 8.9397)
C (9.3817, 14.0830, 8.9157)
H (11.2192, 13.6640, 9.8128)
H (10.9116, 15.4615, 9.8540)
H (8.9422, 14.9140, 11.4550)
H (10.4409, 14.3555, 12.1926)
H (8.3627, 12.6531, 11.8213)
H (9.9102, 12.0497, 11.4272)
H (8.6390, 14.8719, 8.8242)
H (9.7309, 13.8410, 7.9259)
C (5.2000, 14.8761, 14.8377)
C (6.4034, 15.6593, 15.3831)
C (7.1923, 14.6799, 16.2869)
S (7.0915, 13.1455, 15.3469)
O (6.5658, 12.0985, 16.1791)
O (8.2591, 13.0032, 14.4910)
C (5.7057, 13.5728, 14.2252)
H (4.6359, 15.4702, 14.1078)
H (4.5083, 14.6125, 15.6325)
H (6.1292, 16.4879, 16.0243)
H (7.0215, 16.0930, 14.6077)
H (6.4564, 14.4063, 17.0391)
H (8.1751, 14.8901, 16.7412)
H (5.0170, 12.7574, 14.2837)
H (6.1259, 13.6301, 13.1880)

Results of the Löwdin charge analysis, in e, for atoms 1 through 2: -0.0552 -0.2883

Entry 3:
Molecular formula: C16H30N6O5
Method: DFT, the ωB97M-V functional and the def2-TZVPD basis

Calculated values
SMILES: NCOC(=O)Nc1ccccn1.CN(C)C=O.CN(C)C=O.CN(C)C=O
LUMO energy: 0.34 eV
E: -1332.26565 Eh
Kohn-Sham gap: 9.04 eV
Multiplicity: 1

Atoms and positions in Å:
N (-0.1213, -0.9167, -1.2830)
C (-0.6611, -2.0229, -0.4517)
O (-0.3151, -3.3532, -0.9080)
C (1.0854, -3.5154, -1.0742)
O (1.8599, -2.9346, -0.2676)
N (1.6972, -4.3941, -2.1298)
C (0.8225, -4.1721, -3.3333)
C (0.6803, -2.7024, -3.7980)
C (-0.2704, -2.4461, -5.0186)
C (-0.9455, -3.7081, -5.6633)
C (-0.6117, -5.0750, -5.0227)
N (0.2288, -5.3369, -3.8986)
H (-0.0210, -0.0692, -0.6815)
H (-0.8181, -0.6414, -2.0054)
H (-1.8118, -1.8991, -0.4339)
H (-0.2851, -1.8735, 0.6145)
H (1.4888, -5.3583, -1.7944)
H (1.2475, -1.8772, -3.2555)
H (-0.4294, -1.3775, -5.3692)
H (-1.6356, -3.5632, -6.5537)
H (-1.0949, -5.9969, -5.5200)
C (-3.7906, -0.3126, -2.3734)
O (-2.8313, 0.4377, -2.3326)
N (-4.8898, -0.2276, -1.5722)
C (-5.9946, -1.1587, -1.6792)
C (-4.9550, 0.8293, -0.5808)
H (-3.8407, -1.1482, -3.0900)
H (-6.9063, -0.6044, -1.9164)
H (-6.1197, -1.6746, -0.7237)
H (-5.8107, -1.8962, -2.4621)
H (-4.8898, 1.7968, -1.0843)
H (-4.1073, 0.7324, 0.1021)
H (-5.8878, 0.7698, -0.0190)
C (0.5177, 0.9121, 1.5680)
O (0.3509, 1.8986, 0.8731)
N (0.4437, 0.8836, 2.9286)
C (0.6564, -0.3335, 3.6855)
C (0.1427, 2.1107, 3.6408)
H (0.7519, -0.0702, 1.1276)
H (-0.2445, -0.5559, 4.2634)
H (1.4992, -0.1875, 4.3658)
H (0.8730, -1.1738, 3.0233)
H (-0.8268, 2.4887, 3.3068)
H (0.9068, 2.8558, 3.4098)
H (0.1168, 1.9341, 4.7167)
C (4.2634, 4.9770, 4.6487)
O (3.1484, 5.0234, 5.1346)
N (4.5481, 4.6184, 3.3640)
C (5.9042, 4.5863, 2.8556)
C (3.4576, 4.2576, 2.4792)
H (5.1605, 5.2317, 5.2358)
H (5.9850, 5.2761, 2.0116)
H (6.1355, 3.5718, 2.5209)
H (6.6184, 4.8797, 3.6268)
H (2.7696, 5.1027, 2.3978)
H (2.9197, 3.4074, 2.9047)
H (3.8361, 3.9955, 1.4906)

Results of the Löwdin charge analysis, in e, for atoms 1 through 2: 0.0392 -0.2448

Entry 4:
Molecular formula: C16H30O4
Method: DFT, the ωB97M-V functional and the def2-TZVPD basis

Calculated values
SMILES: CCCCOC(=O)CCCCCCC(=O)OCCCC
LUMO energy: 0.97 eV
E: -928.65993 Eh
Relative energy (zero: lowest compared OMol25 entry of this formula, charge and spin): 0.35 kcal/mol
Kohn-Sham gap: 11.13 eV
Multiplicity: 1

Atoms and positions in Å:
C (-0.9008, -1.4575, -2.9673)
C (-1.5199, -0.8922, -1.6962)
C (-3.0465, -0.9378, -1.7270)
C (-3.6625, -0.5653, -0.3803)
H (-3.3017, -1.2397, 0.4033)
H (-4.7539, -0.6103, -0.4319)
O (-3.3376, 0.7770, -0.0117)
C (-2.4605, 0.9662, 0.9756)
O (-1.9284, 0.0798, 1.5928)
C (-2.2406, 2.4424, 1.2323)
C (-0.7494, 2.7369, 1.4040)
C (0.0009, 2.5794, 0.0828)
C (1.5134, 2.5240, 0.2769)
C (2.2507, 2.2862, -1.0437)
C (3.6009, 1.5818, -0.8367)
C (3.3403, 0.1270, -0.5160)
O (3.2125, -0.7420, -1.3386)
O (3.2307, -0.0644, 0.8009)
C (2.8631, -1.3690, 1.2531)
C (1.3750, -1.6435, 1.0504)
C (0.9411, -2.9234, 1.7591)
C (-0.5415, -3.1990, 1.5399)
H (-0.8638, -4.0536, 2.1303)
H (-1.1282, -2.3312, 1.8318)
H (-0.7366, -3.4164, 0.4917)
H (1.1356, -2.8226, 2.8293)
H (1.5327, -3.7649, 1.3907)
H (1.1777, -1.7263, -0.0199)
H (0.7949, -0.8036, 1.4395)
H (3.1221, -1.3803, 2.3141)
H (3.4614, -2.1139, 0.7178)
H (4.1494, 2.0500, -0.0205)
H (4.1857, 1.6282, -1.7554)
H (1.6397, 1.6626, -1.7007)
H (2.4173, 3.2362, -1.5542)
H (1.7411, 1.7108, 0.9672)
H (1.8646, 3.4509, 0.7352)
H (-0.2617, 3.3971, -0.5928)
H (-0.3160, 1.6453, -0.3863)
H (-0.6141, 3.7473, 1.7931)
H (-0.3463, 2.0335, 2.1353)
H (-2.7751, 2.6931, 2.1516)
H (-2.6700, 3.0153, 0.4106)
H (-3.4205, -0.2572, -2.4944)
H (-3.3804, -1.9474, -1.9743)
H (-1.1625, -1.4551, -0.8326)
H (-1.1975, 0.1439, -1.5733)
H (-1.2345, -0.8980, -3.8388)
H (-1.1845, -2.4993, -3.1001)
H (0.1841, -1.4009, -2.9167)

Results of the Löwdin charge analysis, in e, for atoms 1 through 2: -0.0979 -0.2594